# C44H54N5O4SeTi

A molecular structure, C44H54N5O4SeTi (ωB97M-V/def2-TZVPD, the Open Molecules 2025 dataset).

Last column: Löwdin charge in e.
Positions of all 109 atoms, in Å:
Ti  -1.375  1.090  1.863  1.09
C  0.051  5.191  2.379  -0.05
C  -0.473  5.788  1.299  -0.11
C  -1.470  5.105  0.515  -0.04
C  -1.784  3.824  0.848  -0.29
N  -1.201  3.112  1.849  -0.04
C  -0.195  3.754  2.754  -0.49
C  -2.935  3.136  0.243  -0.20
C  -3.816  3.635  -0.723  -0.01
C  -4.939  2.899  -1.034  -0.05
C  -5.223  1.717  -0.346  -0.01
C  -4.309  1.285  0.591  -0.18
N  -3.171  1.950  0.800  0.09
C  -4.495  0.174  1.558  -0.20
C  -5.615  -0.641  1.618  -0.02
C  -5.696  -1.568  2.643  -0.06
C  -4.666  -1.648  3.567  -0.04
C  -3.573  -0.804  3.427  -0.07
N  -3.501  0.084  2.442  0.07
H  0.766  5.702  3.012  0.09
H  -0.186  6.800  1.033  0.09
H  -2.001  5.621  -0.273  0.09
H  -0.640  3.722  3.762  0.12
H  -3.619  4.577  -1.213  0.11
H  -5.627  3.260  -1.788  0.11
H  -6.140  1.174  -0.525  0.10
H  -6.400  -0.553  0.880  0.11
H  -6.556  -2.222  2.721  0.11
H  -4.699  -2.352  4.386  0.11
H  -2.736  -0.820  4.120  0.11
C  4.343  -3.685  0.407  -0.07
C  2.983  -4.245  -0.013  -0.56
C  2.805  -5.619  0.648  -0.05
C  2.989  -4.414  -1.539  -0.05
C  1.837  -3.321  0.394  -0.18
C  2.027  -2.107  1.041  -0.05
C  0.947  -1.304  1.352  -0.34
Se  1.195  0.479  2.097  1.26
C  1.621  1.143  0.357  -0.37
C  2.939  1.224  -0.058  -0.06
C  3.235  1.442  -1.394  -0.18
C  2.150  1.533  -2.270  0.01
C  0.818  1.462  -1.885  -0.07
C  0.529  1.300  -0.503  -0.33
O  -0.697  1.247  -0.031  -0.22
C  -0.311  1.523  -2.916  -0.52
C  -1.093  2.825  -2.719  -0.03
C  -1.243  0.313  -2.742  -0.04
C  0.203  1.495  -4.359  -0.08
C  4.660  1.537  -1.933  -0.56
C  4.865  2.896  -2.618  -0.05
C  5.700  1.402  -0.820  -0.07
C  4.906  0.415  -2.953  -0.05
C  -0.376  -1.657  1.057  -0.31
O  -1.355  -0.845  1.433  -0.24
C  -0.592  -2.879  0.377  -0.07
C  0.523  -3.661  0.085  0.00
C  -1.956  -3.422  -0.086  -0.52
C  -3.144  -2.500  0.197  -0.06
C  -2.232  -4.756  0.624  -0.05
C  -1.922  -3.650  -1.606  -0.04
H  5.134  -4.375  0.103  0.08
H  4.538  -2.720  -0.064  0.08
H  4.404  -3.557  1.490  0.09
H  3.615  -6.294  0.356  0.08
H  2.810  -5.522  1.735  0.09
H  1.859  -6.080  0.358  0.07
H  3.808  -5.069  -1.849  0.08
H  2.054  -4.849  -1.895  0.07
H  3.113  -3.445  -2.027  0.09
H  3.019  -1.752  1.293  0.10
H  3.718  1.085  0.681  0.10
H  2.367  1.660  -3.322  0.09
H  -1.413  2.917  -1.686  0.05
H  -0.462  3.686  -2.954  0.09
H  -1.974  2.850  -3.369  0.08
H  -1.675  0.287  -1.743  0.07
H  -2.050  0.357  -3.480  0.08
H  -0.685  -0.614  -2.898  0.08
H  0.820  2.366  -4.590  0.08
H  0.783  0.592  -4.564  0.09
H  -0.654  1.507  -5.037  0.08
H  4.703  3.708  -1.906  0.09
H  5.882  2.978  -3.013  0.08
H  4.167  3.032  -3.445  0.07
H  5.580  2.183  -0.067  0.09
H  5.628  0.432  -0.323  0.08
H  6.704  1.490  -1.242  0.08
H  4.212  0.482  -3.793  0.07
H  5.924  0.472  -3.349  0.08
H  4.770  -0.562  -2.484  0.08
H  0.352  -4.603  -0.425  0.10
H  -3.278  -2.347  1.264  0.06
H  -3.017  -1.524  -0.272  0.08
H  -4.049  -2.968  -0.206  0.09
H  -2.270  -4.608  1.705  0.09
H  -3.194  -5.165  0.298  0.08
H  -1.459  -5.497  0.413  0.07
H  -1.728  -2.709  -2.124  0.07
H  -1.152  -4.363  -1.902  0.07
H  -2.887  -4.037  -1.946  0.08
N  1.047  3.045  2.826  -0.14
N  0.424  1.604  5.053  0.15
C  -0.644  0.813  4.850  -0.73
O  -1.040  -0.055  5.621  0.01
O  -1.304  1.069  3.714  -0.22
H  1.613  3.315  2.024  0.01
H  0.788  2.235  4.291  0.01
H  0.971  1.388  5.867  0.10

As for the energy: -5534.9384 hartree. For the energy above the lowest of the compared OMol25 structures with the same formula, charge and spin, the calculation gives 0.8546 eV. As for the total charge: -1. Its HOMO energy is -0.1392 hartree. The orbital gap is 5.74 eV.